Entry from the Open Molecules 2025 dataset: a molecular structure, C47H54Br2CsGeN3O6PSSi3 in a non-equilibrium geometry (the ωB97M-V functional and the def2-TZVPD basis).

CARTESIAN COORDINATES (ANGSTROEM)
Cs 1.426 -0.085 0.401
Br 0.498 0.460 8.380
C 0.915 0.291 6.530
C 0.285 -0.671 5.777
C 0.679 -0.774 4.445
N 1.587 0.030 3.895
C 2.149 0.980 4.628
C 1.860 1.135 5.976
C 3.109 1.886 3.912
C 3.511 3.099 4.457
C 4.373 3.880 3.714
Br 4.974 5.539 4.430
C 4.793 3.490 2.463
C 4.303 2.277 2.004
N 3.510 1.489 2.715
H -0.476 -1.321 6.185
H 0.238 -1.538 3.805
H 2.361 1.875 6.583
H 3.137 3.446 5.409
H 5.450 4.101 1.862
H 4.560 1.932 1.006
O 4.117 -0.714 0.384
C 4.377 -0.494 -0.713
C 4.851 -0.225 -1.959
C 6.285 -0.237 -2.119
C 6.832 0.006 -3.347
C 6.020 0.250 -4.466
C 4.630 0.267 -4.313
C 4.012 0.067 -3.099
P 2.204 0.143 -2.778
C 1.930 1.953 -2.655
C 0.623 2.419 -2.791
C 0.319 3.748 -2.548
C 1.322 4.629 -2.159
C 2.623 4.172 -2.011
C 2.926 2.840 -2.253
C 1.492 -0.187 -4.438
C 1.470 0.732 -5.486
C 0.923 0.387 -6.713
C 0.379 -0.879 -6.904
C 0.371 -1.791 -5.858
C 0.923 -1.447 -4.629
H 6.905 -0.444 -1.256
H 7.910 -0.003 -3.455
H 6.467 0.430 -5.435
H 4.008 0.455 -5.179
H -0.168 1.728 -3.060
H -0.705 4.088 -2.635
H 1.083 5.665 -1.951
H 3.402 4.850 -1.681
H 3.941 2.485 -2.113
H 1.868 1.729 -5.336
H 0.914 1.108 -7.522
H -0.045 -1.148 -7.864
H -0.079 -2.767 -5.990
H 0.881 -2.142 -3.796
C -5.761 -1.901 -0.601
Si -3.844 -1.863 -0.576
C -3.378 -3.556 0.141
C -3.351 -1.930 -2.407
Ge -2.665 -0.020 0.523
Si -3.775 1.857 -0.476
C -5.675 2.042 -0.370
C -3.478 1.888 -2.356
C -3.193 3.554 0.138
Si -3.680 -0.141 2.694
C -2.920 1.115 3.901
C -5.553 0.193 2.856
C -3.444 -1.839 3.499
H -6.166 -2.772 -1.144
H -6.149 -0.997 -1.078
H -6.149 -1.928 0.423
H -3.929 -4.375 -0.342
H -3.559 -3.599 1.219
H -2.305 -3.729 -0.022
H -4.012 -2.580 -2.997
H -2.325 -2.311 -2.487
H -3.365 -0.931 -2.849
H -6.179 1.121 -0.671
H -6.028 2.856 -1.023
H -5.990 2.269 0.653
H -4.136 1.175 -2.862
H -2.445 1.604 -2.582
H -3.664 2.884 -2.782
H -3.458 3.693 1.193
H -3.654 4.365 -0.441
H -2.105 3.630 0.058
H -3.118 2.140 3.568
H -1.830 0.992 3.944
H -3.321 0.999 4.918
H -5.763 1.252 2.671
H -5.939 -0.059 3.858
H -6.110 -0.386 2.116
H -2.470 -2.267 3.241
H -4.215 -2.535 3.151
H -3.515 -1.776 4.595
C 0.109 3.252 2.371
C 0.390 2.454 1.091
O 1.553 2.474 0.612
O -0.545 1.802 0.613
H 0.660 4.197 2.360
H 0.451 2.668 3.233
H -0.961 3.428 2.477
O -0.332 -3.374 2.761
C 0.096 -3.491 1.618
N 0.269 -2.499 0.715
S 0.941 -3.017 -0.635
O 2.250 -2.415 -0.821
O 0.077 -2.921 -1.789
C 1.055 -4.741 -0.183
C 1.463 -5.849 -0.901
C 1.300 -7.095 -0.306
C 0.741 -7.210 0.967
C 0.341 -6.080 1.672
C 0.503 -4.845 1.073
H 1.891 -5.748 -1.891
H 1.605 -7.987 -0.841
H 0.610 -8.193 1.403
H -0.099 -6.140 2.660

The multiplicity is 2. Its largest force on an atom is 1.7 eV Å⁻¹. For the total energy, the calculation gives -307279.136 eV. Its expectation value of S² is 0.79. As for the charge: -2. The calculation puts the LUMO energy (alpha / beta) at 3.17 / 3.16 eV.